Record 1
90
Properties=species:S:1:pos:R:3:forces:R:3 method="wB97M-V/def2-TZVPD" e_tot_ev=-168108.461 spin_multiplicity=2 e_homo_ev="-11.0160 / -11.0856" total_charge=+1 homo_lumo_gap_ev="8.1 / 8.3" s_squared=0.753 e_above_lowest_kcal_mol=16.22
Ti 0.45777 0.77473 -0.29611 -1.233 -0.448 -0.169
O -3.17861 -0.05438 0.22694 -0.047 -0.079 0.103
C -2.87993 -1.30486 0.87422 -0.185 0.043 -0.005
C -1.42323 -1.62380 0.54812 0.832 0.647 -0.298
O -0.94813 -2.71824 0.45486 -0.131 -0.093 0.074
O -0.65707 -0.51410 0.42707 0.007 0.057 0.081
C -2.98848 -1.16320 2.39578 0.047 -0.032 -0.010
C -3.87511 -0.24528 2.94563 -0.012 0.054 -0.032
C -4.05195 -0.17093 4.32036 0.054 -0.022 -0.007
C -3.33882 -1.01448 5.16078 0.023 0.047 0.020
C -2.44040 -1.92406 4.62045 -0.025 0.052 -0.022
C -2.26640 -1.99822 3.24486 0.008 -0.084 0.012
C -3.79651 -2.38399 0.31486 0.017 -0.034 0.055
C -4.67896 -3.08947 1.11983 -0.068 -0.058 0.003
C -5.52863 -4.03996 0.56278 0.071 0.081 0.011
C -5.49249 -4.28699 -0.79779 -0.008 -0.019 -0.053
C -4.61078 -3.58065 -1.60957 -0.041 -0.062 0.003
C -3.76645 -2.63443 -1.05856 -0.017 0.017 0.043
H -4.08946 -0.12996 -0.08082 0.012 0.023 -0.057
H -4.43464 0.41622 2.29799 -0.001 0.006 -0.003
H -4.75142 0.54373 4.73314 -0.004 0.005 -0.001
H -3.48154 -0.96184 6.23222 -0.002 -0.005 -0.004
H -1.88343 -2.58700 5.26943 0.008 -0.004 -0.011
H -1.59105 -2.73961 2.83438 -0.008 0.016 -0.009
H -4.71192 -2.90846 2.18541 0.004 0.001 0.006
H -6.21570 -4.58291 1.19784 0.009 -0.007 0.004
H -6.14787 -5.03247 -1.22863 0.003 0.011 -0.018
H -4.57549 -3.77928 -2.67255 0.002 0.017 -0.006
H -3.08271 -2.09135 -1.70118 0.041 0.015 0.011
C -1.11287 2.05372 2.10216 0.057 -0.037 -0.168
N -1.24248 2.64617 3.41097 0.004 -0.009 0.015
C -0.54079 3.92723 3.43481 0.016 0.026 0.021
N 0.88406 3.76253 3.12489 -0.025 -0.024 0.005
C 0.99980 3.17196 1.81263 0.084 -0.152 -0.074
N 0.33374 1.82762 1.71654 0.078 0.172 0.052
C 0.93622 0.96535 2.80234 -0.060 -0.021 -0.143
N 0.79680 1.55379 4.11120 -0.043 0.008 0.001
C -0.62695 1.75649 4.39710 0.008 0.042 0.055
C 1.46913 2.85288 4.11516 -0.002 0.003 -0.010
H -1.54626 2.71181 1.34865 -0.018 0.002 0.019
H -1.61697 1.09039 2.07081 -0.020 0.020 0.024
H -0.63402 4.37122 4.42582 -0.018 0.003 -0.003
H -0.99102 4.60155 2.70384 0.001 -0.002 -0.002
H 2.05754 3.04956 1.56087 -0.007 0.013 0.002
H 0.52333 3.82875 1.08654 -0.010 0.058 -0.087
H 1.99560 0.83422 2.58186 -0.002 -0.023 -0.002
H 0.42853 0.00006 2.76269 0.017 -0.016 0.040
H -0.72775 2.20054 5.38796 -0.011 -0.024 0.002
H -1.13941 0.79502 4.38416 -0.041 -0.068 -0.007
H 2.52798 2.70980 3.89001 0.003 0.009 0.007
H 1.37835 3.30185 5.10378 0.003 0.001 0.004
Cl 1.51581 0.91362 -2.54911 -0.063 0.001 0.180
Ge 0.44171 -1.44708 -2.48854 -0.375 -0.018 -0.277
Cl 1.55109 -2.34949 -4.12918 0.037 0.077 0.005
Cl -1.40756 -0.75488 -3.61124 0.263 -0.099 0.199
C -0.47937 4.28122 -3.85691 -0.034 0.006 0.069
N -0.38430 3.77673 -2.48776 -0.008 -0.050 -0.073
C 0.93632 3.92423 -1.91878 0.056 0.191 0.106
C -1.33680 2.96004 -1.96981 0.129 -0.215 -0.357
N -1.06155 2.01694 -1.09925 0.026 0.081 0.201
N -2.60143 3.14092 -2.45384 -0.054 0.052 0.176
C -3.60410 2.11633 -2.21274 -0.017 0.040 -0.033
C -3.15291 4.49146 -2.55612 0.003 -0.056 -0.063
H 0.38784 3.92999 -4.41820 0.000 -0.004 -0.007
H -0.49070 5.37249 -3.87781 0.006 0.006 -0.001
H -1.37620 3.90221 -4.33456 0.022 -0.002 -0.019
H 1.69645 3.55594 -2.60839 -0.028 0.043 0.049
H 1.02533 3.36891 -0.99221 -0.037 -0.023 0.125
H 1.13774 4.97448 -1.69112 -0.032 0.028 -0.063
H -1.91581 1.56724 -0.76861 0.058 0.076 0.118
H -4.02803 2.19562 -1.20370 -0.011 -0.007 0.011
H -3.18199 1.12389 -2.35928 0.022 0.006 -0.038
H -4.41031 2.25621 -2.93098 -0.002 -0.012 -0.001
H -2.36733 5.23475 -2.46873 -0.014 0.004 0.008
H -3.87495 4.65617 -1.75151 -0.004 -0.003 0.000
H -3.66170 4.62441 -3.51118 -0.005 0.010 0.000
C 6.22561 -1.56635 1.16197 -0.003 0.015 -0.009
C 4.86193 -1.02884 0.85262 0.116 -0.003 0.019
C 4.67789 0.30365 0.47930 -0.079 -0.053 -0.017
C 3.41294 0.74549 0.16708 0.228 -0.031 0.088
N 2.33094 -0.04150 0.23140 0.444 -0.140 0.031
C 2.49253 -1.32467 0.57739 0.177 -0.041 0.142
C 3.73607 -1.84157 0.89350 -0.169 -0.026 -0.037
H 6.83980 -0.81868 1.66165 -0.002 -0.002 0.004
H 6.73211 -1.84086 0.23432 -0.008 0.004 -0.007
H 6.17097 -2.45591 1.78601 -0.007 0.004 0.006
H 5.51291 0.98831 0.41833 0.018 -0.020 -0.001
H 3.25924 1.76753 -0.16333 -0.027 -0.005 0.008
H 1.60128 -1.94142 0.60552 -0.026 0.034 -0.020
H 3.81298 -2.88568 1.16531 0.030 0.005 0.009

Record 2
100
Properties=species:S:1:pos:R:3:forces:R:3 method="wB97M-V/def2-TZVPD" e_tot_ev=-101542.050 e_homo_ev=-10.9726 total_charge=+1 homo_lumo_gap_ev=8.3 e_above_lowest_kcal_mol=74.76
C 5.36212 2.22345 -1.36899 0.489 1.147 -0.836
P 3.95372 3.30594 -0.75172 -0.273 -2.178 3.052
O 4.70342 4.49380 0.18310 -0.425 -0.026 -2.102
S 3.03273 4.13479 -2.54216 -0.621 4.549 -1.025
C 2.37022 5.84416 -2.20245 0.408 0.334 0.670
C 1.71839 6.36715 -3.54766 -0.106 -0.597 1.005
C 0.19115 6.70317 -3.43630 -0.269 0.209 -1.125
O -0.36058 7.06766 -4.45319 0.444 0.066 1.013
N -0.49357 6.57988 -2.17930 0.478 -0.681 -0.684
C -0.93862 5.22193 -1.93472 -0.785 -2.623 1.618
C -1.10200 4.82083 -0.50556 -0.403 -1.990 -2.194
C -1.50793 3.43952 -0.19595 0.329 0.875 -1.827
C -1.77742 2.42983 -1.26863 1.038 2.338 -0.592
C -1.61764 2.85140 -2.66601 0.584 1.467 1.894
C -1.21206 4.23396 -2.99291 0.203 0.090 1.700
H 5.08541 1.88414 -2.40817 0.458 0.308 1.187
H 5.53464 1.32366 -0.71296 -0.396 1.138 -0.430
H 6.29034 2.86707 -1.41086 -0.828 -0.932 -0.021
H 4.23059 5.34502 0.11574 0.212 -0.366 0.355
H 1.90276 3.37648 -2.73873 0.169 1.372 1.248
H 1.68826 5.84001 -1.31427 0.442 0.171 -0.934
H 3.27364 6.48975 -1.98137 -0.896 -0.878 -0.094
H 2.24390 7.30839 -3.86868 -0.638 -0.975 0.189
H 1.85926 5.57926 -4.34130 -0.266 1.031 0.556
H -1.22014 7.28506 -2.04439 0.111 -0.363 -0.410
H -0.90923 5.57851 0.29848 -0.216 -0.932 -0.879
H -1.59460 3.18406 0.89068 -0.067 0.037 -1.356
H -2.05530 1.36503 -1.01616 0.351 1.690 -0.300
H -1.77820 2.13762 -3.50778 0.039 0.673 0.884
H -1.09806 4.57894 -4.05777 -0.263 -0.564 1.193
C -3.33834 -1.18404 0.70749 0.824 -0.753 -0.216
C -4.70804 -1.14990 1.28992 -0.810 -0.658 0.171
O -4.82755 0.19495 1.75976 0.521 0.517 -0.521
C -3.95538 0.94435 1.03857 -0.319 0.018 0.203
O -3.90657 2.13371 1.04397 -0.080 0.074 0.228
O -3.13174 0.16723 0.29074 -0.356 0.058 0.349
H -3.26110 -1.86725 -0.13535 -0.026 0.200 -0.019
H -2.57680 -1.44434 1.44730 -0.049 0.083 0.022
H -5.48450 -1.33228 0.54381 0.072 0.032 0.009
H -4.82947 -1.85921 2.10850 -0.017 0.231 0.102
C 2.53201 0.49734 -6.25961 0.084 -0.469 -0.695
C 1.28704 0.37117 -5.43432 -0.767 -0.410 -0.441
O 1.70447 0.85074 -4.15656 0.638 0.646 0.263
C 2.76352 1.65708 -4.36332 0.048 -0.587 -0.430
O 3.25013 2.36070 -3.50606 0.791 -4.118 -2.169
O 3.20871 1.59067 -5.63025 -0.119 0.331 0.950
H 2.32179 0.71618 -7.30508 0.158 0.206 0.112
H 3.16604 -0.39021 -6.20501 0.028 0.103 0.067
H 0.47525 1.00408 -5.80033 0.054 0.013 0.072
H 0.93231 -0.65638 -5.36862 0.048 0.090 0.231
C -3.34943 -5.49820 1.80084 0.436 -0.239 0.586
C -4.53522 -6.31241 1.37334 -0.230 -0.704 0.319
O -5.30517 -5.37790 0.61482 0.475 0.644 -0.263
C -4.45578 -4.42285 0.17064 -0.279 -0.188 -0.155
O -4.74363 -3.58149 -0.62965 0.142 -0.105 0.159
O -3.23122 -4.53848 0.74973 -0.440 0.223 -0.328
H -2.44239 -6.09433 1.88826 0.014 0.168 -0.150
H -3.51946 -4.97116 2.74366 -0.025 0.032 -0.067
H -4.25834 -7.14866 0.72706 -0.012 0.072 0.003
H -5.10542 -6.69249 2.21695 -0.104 0.080 -0.201
C -3.57156 0.84703 6.31765 0.078 0.399 0.528
C -3.52638 1.24838 4.87026 -0.040 0.693 -0.263
O -3.31508 0.00625 4.20477 0.020 -0.386 0.412
C -3.76946 -0.97484 5.02722 -0.088 -0.401 -0.062
O -3.89350 -2.11708 4.70403 0.056 0.298 0.001
O -4.06398 -0.48913 6.25994 0.103 -0.159 -0.510
H -4.23371 1.48013 6.90694 -0.059 -0.220 0.013
H -2.58209 0.83919 6.78210 -0.032 -0.037 -0.039
H -4.46935 1.67865 4.52396 0.033 -0.068 -0.014
H -2.71909 1.94755 4.65488 0.010 -0.181 -0.137
C 0.20945 -2.41556 -2.58830 0.298 0.502 0.171
C -1.14697 -2.61338 -3.20758 -0.430 0.353 -0.179
O -1.19651 -4.01897 -3.41876 0.387 0.003 0.243
C -0.32686 -4.59225 -2.53967 -0.066 -0.663 0.093
O -0.24710 -5.75929 -2.33838 0.001 0.352 -0.042
O 0.43960 -3.64849 -1.92112 -0.283 -0.108 -0.246
H 0.22910 -1.58407 -1.88358 0.080 -0.157 0.081
H 0.99535 -2.26659 -3.33554 -0.013 -0.037 -0.001
H -1.96023 -2.32703 -2.53544 0.036 -0.027 -0.008
H -1.26055 -2.07465 -4.14876 -0.078 -0.211 -0.037
C 10.45327 2.30833 0.99610 0.626 0.152 0.218
C 9.39110 3.22069 0.45002 0.037 0.691 -0.006
O 8.51249 2.31845 -0.21826 0.119 -0.285 0.151
C 8.68278 1.09333 0.35064 -0.162 -0.560 0.040
O 7.98135 0.15402 0.13816 0.079 0.348 0.012
O 9.75023 1.08309 1.18820 -0.448 0.128 -0.337
H 10.87090 2.66804 1.93558 -0.082 -0.210 0.017
H 11.26764 2.14088 0.28696 -0.066 -0.008 0.005
H 8.83604 3.73674 1.23769 0.012 -0.065 -0.012
H 9.79060 3.96014 -0.24327 -0.151 -0.125 -0.094
C -3.17135 -8.06688 6.70989 0.125 -0.162 0.646
C -2.35240 -7.21001 5.78615 0.558 0.399 0.194
O -2.83792 -7.58018 4.49816 -0.405 -0.165 0.032
C -4.09516 -8.07405 4.66720 -0.370 -0.191 -0.156
O -4.84591 -8.31842 3.77417 0.263 0.099 0.246
O -4.38263 -8.25000 5.98166 0.181 0.135 -0.516
H -3.36291 -7.58462 7.66763 -0.193 -0.059 -0.106
H -2.71615 -9.04404 6.88945 -0.024 0.035 -0.052
H -2.52982 -6.14202 5.93753 -0.043 -0.050 -0.016
H -1.28413 -7.40639 5.87052 -0.073 -0.035 -0.215